a) {"formula": "C78H195N13", "method": "ωB97M-V with the def2-TZVPD basis set", "elements": ["N", "N", "N", "N", "N", "N", "N", "N", "N", "N", "N", "N", "N", "C", "C", "C", "C", "C", "C", "C", "C", "C", "C", "C", "C", "C", "C", "C", "C", "C", "C", "C", "C", "C", "C", "C", "C", "C", "C", "C", "C", "C", "C", "C", "C", "C", "C", "C", "C", "C", "C", "C", "C", "C", "C", "C", "C", "C", "C", "C", "C", "C", "C", "C", "C", "C", "C", "C", "C", "C", "C", "C", "C", "C", "C", "C", "C", "C", "C", "C", "C", "C", "C", "C", "C", "C", "C", "C", "C", "C", "C", "H", "H", "H", "H", "H", "H", "H", "H", "H", "H", "H", "H", "H", "H", "H", "H", "H", "H", "H", "H", "H", "H", "H", "H", "H", "H", "H", "H", "H", "H", "H", "H", "H", "H", "H", "H", "H", "H", "H", "H", "H", "H", "H", "H", "H", "H", "H", "H", "H", "H", "H", "H", "H", "H", "H", "H", "H", "H", "H", "H", "H", "H", "H", "H", "H", "H", "H", "H", "H", "H", "H", "H", "H", "H", "H", "H", "H", "H", "H", "H", "H", "H", "H", "H", "H", "H", "H", "H", "H", "H", "H", "H", "H", "H", "H", "H", "H", "H", "H", "H", "H", "H", "H", "H", "H", "H", "H", "H", "H", "H", "H", "H", "H", "H", "H", "H", "H", "H", "H", "H", "H", "H", "H", "H", "H", "H", "H", "H", "H", "H", "H", "H", "H", "H", "H", "H", "H", "H", "H", "H", "H", "H", "H", "H", "H", "H", "H", "H", "H", "H", "H", "H", "H", "H", "H", "H", "H", "H", "H", "H", "H", "H", "H", "H", "H", "H", "H", "H", "H", "H", "H", "H", "H", "H", "H", "H", "H", "H", "H", "H", "H", "H", "H", "H", "H", "H", "H", "H", "H", "H", "H", "H", "H", "H", "H"], "positions_angstrom": [[-0.303, -0.739, 0.131], [1.343, 7.189, 3.471], [-1.138, -0.223, -5.082], [-2.263, 3.416, 3.773], [3.553, -1.329, 4.401], [4.233, 0.691, -5.727], [-4.784, -2.325, -1.566], [-5.709, 3.710, -2.799], [3.111, -5.770, -1.659], [0.107, 5.335, -3.545], [-0.851, -4.702, 6.861], [-0.961, -6.153, 1.853], [3.669, 2.422, 0.321], [-4.518, 3.407, -3.614], [1.231, -0.476, 4.953], [-0.412, 6.690, -3.722], [-6.017, -1.944, -2.192], [3.599, -0.091, -3.415], [2.160, 5.589, -4.979], [4.936, 1.850, 0.831], [2.711, 3.028, 2.672], [-1.695, -4.872, 2.065], [-0.252, 2.822, 5.107], [3.514, -7.507, 0.220], [-5.258, 1.988, -1.075], [1.103, -5.383, 2.945], [-2.370, 0.324, -2.959], [-0.929, 4.422, -3.014], [3.136, 3.451, 1.237], [-0.969, 2.704, 3.754], [4.729, 1.845, -6.493], [-5.480, -1.746, 0.825], [0.379, -2.008, 0.326], [-5.896, -1.328, -3.604], [0.437, -5.907, 1.641], [-1.063, -8.317, 0.594], [0.627, 6.252, 4.377], [4.696, -0.594, -6.269], [-2.036, -3.010, 5.419], [-0.930, -6.102, 7.340], [4.764, -3.937, -2.174], [0.883, -1.656, -5.510], [-8.252, 3.549, -2.778], [-3.905, 1.489, 4.172], [-5.084, -2.835, -0.206], [2.716, 6.771, 3.249], [4.901, -2.723, 5.984], [-2.459, -0.149, -4.405], [-1.513, 6.849, -4.826], [-1.805, -4.507, 5.787], [0.486, -4.199, 6.589], [-0.199, 1.708, 0.359], [4.145, -0.755, -7.721], [2.202, -5.394, -2.804], [1.268, -4.076, 7.892], [5.380, 0.606, 0.055], [3.784, 2.987, -1.042], [-0.193, -7.176, 6.531], [-4.480, 4.200, -4.943], [0.724, -5.593, -2.469], [1.582, -2.175, -0.596], [6.268, 2.049, -6.391], [4.469, -1.709, 3.286], [2.211, -1.093, 3.897], [0.670, 7.628, 2.268], [-0.644, 6.928, 4.897], [3.039, -7.207, -1.251], [-6.892, 2.983, -3.311], [-2.788, -3.748, -1.931], [-2.737, 3.605, 2.349], [0.456, 0.398, 0.665], [-3.805, 4.706, 2.286], [4.419, 0.866, -4.280], [3.553, -2.281, 5.514], [-3.110, -5.092, 2.577], [3.651, 7.936, 2.910], [2.448, 3.216, -1.780], [-1.284, 4.718, -1.583], [0.881, 4.823, -4.693], [-1.856, -1.136, 2.086], [-3.268, 2.782, 4.704], [-4.170, -3.379, -2.400], [-0.544, 1.067, -5.353], [-5.549, 3.461, -1.379], [-0.254, -1.240, -4.534], [-1.434, 2.010, -6.098], [0.538, 6.485, 1.207], [4.138, -3.111, 2.623], [-1.475, -6.842, 0.645], [4.515, -5.444, -1.972], [-1.725, -0.840, 0.591], [2.671, 5.154, -5.837], [1.424, -2.519, -5.122], [0.736, -2.086, 1.353], [2.108, -0.662, 2.901], [4.672, 7.571, 3.023], [1.441, -5.002, 8.440], [5.755, 0.871, -0.934], [-2.890, 2.526, 5.694], [6.633, 2.104, -5.366], [-1.811, 4.487, -3.650], [-0.565, -6.134, 8.367], [-1.909, 7.856, -4.692], [-6.412, 3.807, -0.809], [-0.446, 4.584, -0.900], [0.174, -0.881, -3.598], [-6.923, 3.155, -4.387], [-2.293, 0.012, 0.217], [-3.247, 5.627, 2.459], [-4.363, 4.686, 1.350], [2.181, -5.433, 2.794], [0.442, -3.216, 6.121], [5.447, 0.668, -3.978], [0.737, 2.386, 4.970], [-1.298, -2.611, 4.722], [3.609, 2.629, 3.144], [-2.900, -4.368, -1.042], [0.553, -5.127, 0.889], [4.422, 1.789, -7.538], [0.148, 5.611, 1.729], [-0.807, 7.080, -2.783], [-4.766, 4.080, -0.940], [-6.804, -0.846, -3.969], [-5.536, -2.135, 1.841], [4.205, -3.606, -3.050], [0.831, -4.347, 3.147], [-0.748, 2.222, 5.870], [-0.343, 1.913, -0.701], [-2.999, -2.915, 4.917], [-1.672, -4.292, 1.142], [-6.923, 1.908, -3.134], [-3.177, -0.069, -2.342], [5.554, -1.887, 6.236], [-1.993, 3.952, -1.266], [0.493, -6.656, -2.535], [0.879, -6.991, 6.462], [-2.069, -2.409, 6.327], [3.168, -6.685, 0.847], [-3.120, -5.758, 3.440], [5.515, -1.647, 3.587], [3.095, -3.152, 2.308], [-8.330, 3.348, -1.710], [4.439, -1.362, -5.539], [1.215, 5.996, 5.259], [6.172, 0.111, 0.616], [4.393, -3.914, 3.314], [-2.195, -1.676, 0.074], [4.325, 3.925, -0.921], [-0.335, 7.802, 5.470], [-1.942, 1.577, -6.959], [3.844, -1.145, -3.548], [3.062, -0.644, -7.657], [-5.244, 3.751, -5.577], [-0.100, 3.844, 5.454], [2.211, -3.566, 7.693], [-3.674, 3.625, -2.959], [1.101, -1.121, 5.822], [-1.736, 5.696, -1.421], [-3.099, 0.496, -5.008], [-1.686, -8.868, -0.110], [-4.815, -0.884, 0.780], [-4.642, 1.167, 4.907], [-1.935, 3.915, 1.678], [2.013, -7.565, -1.337], [1.567, 0.458, 5.404], [3.100, -8.452, 0.569], [4.874, -5.901, -2.894], [5.772, -3.672, -2.495], [-4.229, -3.383, 0.188], [-0.312, -8.151, 7.004], [3.554, 8.328, 1.898], [4.600, -7.453, 0.295], [1.360, -2.019, -1.651], [-2.261, 2.345, -5.471], [5.106, -5.699, -1.092], [1.767, -2.064, 3.674], [-1.248, -4.252, 2.842], [4.349, -1.719, -8.186], [1.148, 3.784, -4.503], [3.582, 8.750, 3.632], [4.342, 2.329, -1.708], [3.024, -1.890, 6.383], [3.682, -7.802, -1.900], [3.778, 4.316, 1.400], [-4.567, 4.551, 3.050], [-2.136, -2.900, -1.724], [2.229, 3.819, 3.247], [-1.393, 7.102, 4.125], [-5.719, -2.124, -4.328], [-1.353, -2.046, 2.412], [4.516, -0.051, -0.047], [2.052, -3.155, -0.513], [-0.012, -8.466, 0.349], [6.877, 1.362, -6.980], [0.494, 0.202, 1.736], [-5.868, -3.571, -0.383], [3.099, 6.358, 4.182], [2.297, -4.364, -3.148], [1.468, 0.408, 0.258], [-4.737, 5.238, -4.728], [-2.758, -4.875, 6.165], [-1.054, 1.675, 3.407], [-1.499, -0.076, -2.440], [0.112, -5.045, -3.185], [-0.316, -2.827, 0.146], [-4.901, 2.001, -0.045], [-0.169, 1.501, -4.426], [4.746, -3.398, 1.765], [2.353, -1.434, -0.384], [-0.884, -2.099, -4.303], [-6.756, -2.741, -2.284], [-3.812, -5.613, 1.926], [-2.325, -4.390, -2.679], [0.795, -5.957, 3.820], [3.073, -3.203, 5.186], [0.906, -6.813, 1.255], [5.499, -3.359, 5.331], [-2.564, -6.812, 0.685], [0.702, -3.447, 8.579], [-1.483, -5.044, 4.894], [-3.510, -4.118, 2.859], [5.782, -0.648, -6.190], [-0.320, 3.162, 3.008], [4.750, -3.292, 6.902], [-5.071, -0.622, -3.692], [-4.497, 1.520, -1.699], [-8.313, 4.626, -2.932], [4.198, 1.906, -4.040], [-6.452, -1.195, -1.530], [-0.462, -7.225, 5.476], [0.265, 0.842, -6.049], [-2.225, 1.403, -2.899], [3.810, 0.122, -2.367], [-1.135, -8.865, 1.533], [-9.023, 3.034, -3.351], [-2.356, 6.192, -4.616], [-0.581, 3.391, -3.082], [2.051, 6.643, -5.238], [4.575, -3.395, -1.248], [-1.159, 1.697, 0.875], [0.915, -4.841, 5.820], [1.612, -0.874, -5.721], [1.922, 2.262, -1.761], [0.293, 4.840, -5.611], [-3.944, -3.031, -3.407], [2.677, 5.587, -4.019], [-1.334, -6.311, -0.297], [4.282, 2.796, -6.203], [-4.388, 1.582, 3.199], [4.366, -0.907, 2.554], [0.348, 7.414, -4.018], [0.478, -5.193, -1.485], [-6.197, 1.435, -1.069], [-4.462, 2.338, -3.818], [2.280, 3.973, 0.809], [2.071, 2.145, 2.674], [-0.176, 6.679, 0.406], [-1.425, -0.391, 2.755], [-3.507, 4.204, -5.433], [-0.961, 2.964, -6.331], [-2.995, 2.618, 1.964], [2.424, -6.048, -3.647], [1.220, 8.412, 1.746], [-1.207, 6.648, -5.853], [-4.036, 3.522, 4.928], [-4.764, -4.293, -2.427], [-0.281, 8.088, 2.537], [0.379, 2.545, 0.750], [2.608, 3.468, -2.829], [-3.118, 0.736, 4.173], [-2.913, -1.213, 2.340], [-1.975, -6.404, 7.393], [-6.484, -1.376, 0.616], [0.402, 5.324, 3.852], [4.924, 1.546, 1.878], [5.720, 2.605, 0.773], [4.533, -0.030, -8.437], [-2.817, -1.178, -4.416], [6.578, 3.007, -6.808], [-1.145, 6.284, 5.620], [2.852, 5.937, 2.561], [0.398, -2.013, -6.418], [2.516, -0.069, -3.540], [1.464, 6.186, 0.716], [0.206, -0.290, 4.633], [1.838, 3.994, -1.321]], "molar_mass_g_mol": 1315.51, "orbital_gap_ev": 8.63, "e_lumo_ha": 0.02720, "e_homo_ev": -7.89}



b) {"formula": "C78H195N13", "method": "ωB97M-V with the def2-TZVPD basis set", "elements": ["N", "N", "N", "N", "N", "N", "N", "N", "N", "N", "N", "N", "N", "C", "C", "C", "C", "C", "C", "C", "C", "C", "C", "C", "C", "C", "C", "C", "C", "C", "C", "C", "C", "C", "C", "C", "C", "C", "C", "C", "C", "C", "C", "C", "C", "C", "C", "C", "C", "C", "C", "C", "C", "C", "C", "C", "C", "C", "C", "C", "C", "C", "C", "C", "C", "C", "C", "C", "C", "C", "C", "C", "C", "C", "C", "C", "C", "C", "C", "C", "C", "C", "C", "C", "C", "C", "C", "C", "C", "C", "C", "H", "H", "H", "H", "H", "H", "H", "H", "H", "H", "H", "H", "H", "H", "H", "H", "H", "H", "H", "H", "H", "H", "H", "H", "H", "H", "H", "H", "H", "H", "H", "H", "H", "H", "H", "H", "H", "H", "H", "H", "H", "H", "H", "H", "H", "H", "H", "H", "H", "H", "H", "H", "H", "H", "H", "H", "H", "H", "H", "H", "H", "H", "H", "H", "H", "H", "H", "H", "H", "H", "H", "H", "H", "H", "H", "H", "H", "H", "H", "H", "H", "H", "H", "H", "H", "H", "H", "H", "H", "H", "H", "H", "H", "H", "H", "H", "H", "H", "H", "H", "H", "H", "H", "H", "H", "H", "H", "H", "H", "H", "H", "H", "H", "H", "H", "H", "H", "H", "H", "H", "H", "H", "H", "H", "H", "H", "H", "H", "H", "H", "H", "H", "H", "H", "H", "H", "H", "H", "H", "H", "H", "H", "H", "H", "H", "H", "H", "H", "H", "H", "H", "H", "H", "H", "H", "H", "H", "H", "H", "H", "H", "H", "H", "H", "H", "H", "H", "H", "H", "H", "H", "H", "H", "H", "H", "H", "H", "H", "H", "H", "H", "H", "H", "H", "H", "H", "H", "H", "H", "H", "H", "H", "H", "H", "H"], "positions_angstrom": [[2.895, -1.404, -2.480], [-2.436, -0.600, 4.894], [3.526, 3.011, 6.131], [1.241, 6.601, 1.368], [7.402, 2.667, -0.122], [0.584, 3.917, -2.836], [-2.406, -6.849, 0.582], [-6.074, -2.075, -0.934], [-0.592, -6.680, -5.025], [-5.695, 3.799, 0.938], [-2.144, 0.527, -5.825], [3.430, -2.402, 3.498], [-0.282, 0.176, 0.351], [-2.433, 1.885, -5.267], [-1.392, -0.280, -4.861], [-6.682, 3.747, 2.023], [3.100, 2.616, 4.779], [-0.248, -5.675, 1.050], [-2.351, 1.507, -0.220], [-0.370, 4.658, 1.186], [-0.916, -8.716, -0.313], [-1.497, 0.594, -7.195], [2.963, 4.210, -2.105], [-4.233, 0.749, 5.985], [-1.081, 1.286, 3.996], [2.626, -3.638, -1.294], [-5.461, 3.567, -1.505], [-1.531, -6.329, 1.621], [-3.764, 0.002, 4.734], [2.556, 3.725, 3.884], [-0.510, -5.460, -4.171], [-4.177, 5.075, 2.279], [7.179, 4.006, -2.189], [-1.596, -1.796, -5.137], [4.481, 0.355, -1.585], [0.362, -8.854, -5.659], [1.375, 2.293, -4.496], [6.501, 3.501, 0.649], [-2.572, 0.895, -8.250], [-4.876, -1.832, -1.751], [-0.974, -1.117, 0.243], [5.540, 2.691, 1.549], [-0.899, 1.160, -0.525], [2.371, -1.775, 5.655], [2.075, -1.798, -3.628], [1.750, 4.787, -2.801], [0.165, -7.842, -4.549], [0.719, 2.496, -3.129], [0.502, 8.933, 1.606], [-0.827, -2.373, 4.205], [2.356, 3.392, 6.994], [1.874, 1.103, 0.944], [-4.297, 3.862, 1.384], [-8.251, -0.979, -0.297], [-2.161, -1.654, 3.908], [2.772, -2.538, -4.781], [-2.225, -8.313, 0.393], [-4.302, -3.148, -2.340], [3.142, -4.689, 2.511], [-0.893, -1.794, -1.146], [-3.307, 1.839, -3.941], [-4.705, -6.631, -0.333], [4.788, 2.159, 8.118], [-5.873, 2.841, -0.182], [3.746, 6.118, 1.189], [-3.781, -6.628, 0.914], [4.352, 1.924, 6.673], [-1.099, -5.540, -2.801], [3.585, -2.528, -1.827], [8.109, 3.544, -1.070], [-1.967, -7.042, -5.461], [-0.649, 4.455, -3.443], [0.232, 7.551, 1.015], [-6.739, -0.803, -0.584], [-1.362, 0.348, 5.160], [-4.845, -2.648, 1.170], [3.923, -0.419, -2.831], [1.164, -0.011, 0.200], [2.546, -3.552, 3.323], [-1.096, 5.828, -2.912], [-5.944, -3.034, 0.161], [2.608, 7.122, 0.958], [1.330, 2.274, 7.205], [0.923, 5.284, 0.681], [8.428, 2.097, 0.749], [-6.603, 2.446, 2.857], [4.046, -1.899, 2.231], [2.789, -1.293, 4.248], [5.054, -0.749, 2.324], [9.239, 0.850, 0.220], [-2.855, -6.051, -6.240], [-0.959, 0.704, 3.083], [2.394, 1.788, 4.719], [-0.581, -2.465, 5.263], [2.642, -5.645, 2.665], [3.519, 0.328, -3.514], [5.326, 3.106, 8.161], [5.456, 1.390, 8.507], [6.353, 3.334, -2.423], [-4.545, -5.801, -1.021], [1.612, 1.200, 1.998], [6.657, 4.929, -1.936], [-2.990, 2.421, -6.036], [5.842, 4.112, 0.032], [2.646, 7.353, -0.106], [-0.165, 1.827, 4.234], [1.140, -7.446, -4.265], [1.342, 2.015, -2.375], [5.235, 1.802, 6.045], [1.681, 4.505, 0.765], [2.918, 0.793, 0.975], [-2.893, 1.932, -8.153], [-4.097, 0.146, 6.883], [1.821, 2.110, 0.532], [0.204, 7.630, -0.072], [-0.658, 1.289, -7.158], [3.283, 3.336, -2.671], [-3.816, 0.615, 3.835], [-1.526, -1.265, -1.859], [-0.100, -8.471, 0.367], [-5.855, 4.583, -1.490], [-1.646, 0.976, 6.004], [3.403, 4.399, 3.757], [-4.612, -7.530, -0.942], [-2.115, -1.297, 2.879], [-0.418, -0.122, 5.434], [0.302, -6.369, 0.414], [-6.875, -3.194, 0.703], [2.712, 3.915, -1.086], [-0.507, -9.490, -5.829], [-6.223, -0.339, 0.256], [1.749, 4.181, 6.549], [8.517, 0.043, 0.099], [-3.487, 0.304, -8.213], [-3.086, 0.762, -0.526], [-4.729, 5.907, 1.842], [3.771, 5.264, 0.511], [1.533, -0.988, 0.515], [-0.392, 9.556, 1.568], [9.054, 2.916, 1.103], [-8.791, -0.032, -0.287], [-4.067, -7.355, 1.674], [7.755, 4.088, -3.112], [-1.228, -7.091, 2.339], [2.911, 8.055, 1.433], [-3.967, 2.975, 1.924], [-7.245, 2.397, 3.737], [-4.454, -0.822, 4.553], [3.648, -1.986, -5.121], [0.791, 2.049, 6.285], [-4.625, 4.808, 3.237], [-3.611, 4.092, 0.569], [3.935, 2.275, 8.786], [-3.682, 2.841, -3.736], [-2.445, 1.751, 0.838], [0.075, -2.053, -1.574], [-2.676, -1.929, -5.199], [-2.114, 5.923, -3.290], [-1.402, -2.758, -1.141], [8.649, 4.337, -0.553], [-0.334, 2.089, -0.607], [1.236, -2.417, -3.310], [1.814, -3.339, -0.631], [0.522, -5.162, -3.987], [0.902, 5.356, -0.406], [4.118, -2.265, -0.913], [-2.352, -5.631, -7.112], [1.633, 4.143, 4.284], [2.080, 4.954, -3.826], [-0.814, -8.093, -1.201], [-1.194, -4.553, -2.350], [-1.909, 1.980, 3.857], [-2.009, -0.837, 0.440], [2.176, -4.188, -2.120], [3.494, -0.476, 4.402], [4.216, -4.833, 2.634], [-3.135, 5.372, 2.396], [3.696, 0.893, -1.052], [-5.635, 2.337, 3.345], [1.919, -0.914, 3.713], [2.299, 2.837, -4.695], [-1.352, -2.363, -4.239], [1.247, -9.451, -5.436], [8.858, 2.939, -1.580], [-1.004, -4.589, -4.600], [-0.332, 4.741, 2.272], [0.726, 8.816, 2.666], [4.803, 3.355, 2.001], [-1.037, -0.341, -7.516], [0.468, -5.358, 1.808], [3.797, 5.723, 2.203], [3.264, -4.350, -0.770], [-5.292, 0.991, 5.896], [0.560, 2.443, 7.958], [-1.241, 5.224, 0.856], [-0.744, -3.338, 3.704], [-3.672, -3.541, -1.542], [-5.955, 3.038, -2.320], [-0.826, -9.783, -0.521], [-0.968, -2.193, -5.934], [5.000, -0.271, -0.860], [3.245, -1.563, 1.572], [-1.555, 2.505, -5.089], [4.674, 0.069, 2.935], [-0.763, 7.343, 1.410], [-1.746, -0.104, -3.845], [-4.079, -1.256, -1.280], [9.770, 1.007, -0.719], [-5.758, -4.037, -0.224], [4.432, -2.747, 1.666], [1.326, 9.464, 1.129], [0.595, -8.499, -6.663], [-2.545, 2.418, -0.785], [-5.209, -1.227, -2.594], [1.682, -0.831, -3.943], [-3.743, -6.645, -6.455], [3.680, 5.031, -2.078], [-0.635, -1.791, 1.029], [5.976, 2.200, 2.419], [6.007, -1.047, 2.761], [3.161, -2.411, 6.053], [-0.303, -8.164, -3.619], [-6.800, 1.549, 2.269], [-0.226, 1.953, -3.113], [4.702, -0.867, -3.448], [1.527, 1.248, -4.767], [-8.476, -1.292, 0.722], [-4.380, 3.705, -1.533], [7.969, 1.702, 1.656], [2.926, -4.474, 1.464], [7.072, 4.229, 1.224], [-3.097, -5.245, -5.548], [-0.517, 3.625, 0.872], [-3.013, -8.701, -0.254], [1.427, 0.066, -0.855], [4.680, 6.644, 0.992], [5.193, 1.115, -1.906], [-0.641, 4.502, -4.532], [2.263, 3.373, 2.895], [1.483, -2.406, 5.625], [2.199, -0.950, 6.347], [-2.957, -2.397, 3.953], [-2.076, -6.024, -2.813], [-6.929, 2.573, -0.200], [3.851, 0.956, 6.670], [0.713, 2.645, -5.287], [-7.656, 3.741, 1.534], [-6.681, 4.623, 2.672], [-0.020, -1.767, 3.793], [-3.661, -2.971, -3.203], [-2.579, -7.343, -4.611], [2.090, -2.696, -5.617], [-3.823, -2.676, 0.790], [-6.545, -0.064, -1.362], [-0.476, -6.175, -2.171], [-8.684, -1.670, -1.020], [1.937, 1.424, 7.516], [-3.713, 1.687, 6.180], [-2.005, -5.492, 2.133], [-5.065, -1.715, 1.689], [-2.700, 1.590, -3.070], [9.984, 0.575, 0.967], [-0.933, 0.788, -1.549], [-4.164, 1.167, -3.982], [-3.939, -5.696, 1.458], [-0.328, -0.042, -4.886], [4.963, 1.908, 1.058], [2.278, -4.012, 4.274], [-2.220, 0.872, -9.282], [1.637, -3.252, 2.802], [-1.886, -7.950, -6.059], [-4.802, -3.388, 1.968], [-1.419, 3.720, -3.211], [4.280, -2.985, -2.532], [4.022, 2.262, 4.318], [-5.069, -3.868, -2.627], [-0.430, 6.615, -3.265], [3.140, -3.505, -4.437], [-5.330, 1.897, -0.155], [2.693, 3.754, 7.965], [-5.761, -6.619, -0.062], [-1.034, 5.754, -1.826], [5.349, -0.431, 1.324], [-2.353, -8.886, 1.311], [-0.431, -4.782, 0.453], [1.540, 5.773, -2.385]], "molar_mass_g_mol": 1315.51, "orbital_gap_ev": 8.64, "e_lumo_ha": 0.02536, "e_homo_ev": -7.95}



a) is favored, and the nearest alternative lies 0.954 eV above it.